[1]
Formula: C7H13N4
Source: the OMol25 dataset
Level of theory: ωB97M-V with the def2-TZVPD basis set

```
24
Properties=species:S:1:pos:R:3:lowdin_charge:R:1
N -1.4313 -1.6962 -0.9557 0.1618
N -2.2520 0.3764 -1.0129 0.1038
N -3.0682 -0.4728 -1.6701 0.0513
N 1.1050 0.8257 -1.4215 0.1229
C 1.2113 -0.2490 0.8739 -0.1867
C 0.8702 1.2890 1.0149 -0.2067
C 0.5749 0.5366 -0.2105 -0.3140
C 0.5436 -1.3875 1.7697 -0.0521
C -1.2459 -0.4113 -0.6522 -0.1390
C -2.6411 -1.7360 -1.6691 0.0196
C 1.8463 2.4090 1.0243 -0.0442
H 1.5775 0.0195 -1.8788 0.1406
H -2.8922 -2.6119 -2.2330 0.1484
H 2.7827 2.0844 1.4670 0.0911
H 0.0334 1.4823 1.7104 0.1557
H -0.9095 -2.4800 -0.7711 0.1292
H 1.3312 3.1930 1.5266 0.0732
H -0.4745 -1.2617 1.9478 0.0359
H 0.6500 1.5981 -1.9048 0.1276
H -3.8781 0.0242 -1.9886 0.1741
H 1.0927 -1.1937 2.6906 0.0770
H 0.7745 -2.4780 1.5272 0.0978
H 2.2322 -0.6278 0.7956 0.1388
H 2.1675 2.7674 0.0202 0.0938
```

- frontier orbital gap (Ha) = 0.3440
- 2S+1 = 1
- charge = +1
- LUMO level (eV) = -3.4
- electronic energy (eV) = -13419.973
- strongest force on any atom (eV/A) = 5.737

[2]
Formula: C26H38ClF3N6O7PS2
Source: the OMol25 dataset
Level of theory: ωB97M-V with the def2-TZVPD basis set

```
84
Properties=species:S:1:pos:R:3:lowdin_charge:R:1
Cl 1.7476 -1.6588 -2.0267 0.9058
S 3.9818 1.9025 1.3016 0.4255
S -0.1701 0.6001 1.6612 0.7825
P 2.5357 2.6738 0.2878 0.2282
F 0.0363 0.3278 4.2489 0.1731
F 0.2409 2.3348 3.5905 0.1925
F 1.8933 0.8850 3.3628 0.1271
O 3.1082 3.8533 -0.6484 -0.1644
O 0.9045 -4.7904 1.3587 -0.0036
O -1.1715 -0.3449 2.0303 -0.2131
O 1.4942 3.4026 1.2838 -0.1895
O 2.6581 1.6188 -5.7285 -0.1034
O -0.5276 -6.4678 1.8862 0.1086
O -0.7815 1.6980 0.9950 -0.2296
N -3.1353 -6.4830 3.3147 0.0038
N 1.5768 1.5904 -0.6231 -0.0903
N -3.0657 3.9314 1.1049 -0.0226
N 0.9823 -0.2606 0.7159 -0.0405
N 2.5825 -0.5293 -1.0047 -0.2956
N -2.6811 3.8169 -1.8654 0.0278
C -4.2052 -7.3289 3.2244 -0.1382
C 0.5822 -6.0423 1.7932 -0.4990
C 1.1715 -1.6913 1.1416 -0.1290
C 3.7179 2.1450 -3.4870 -0.0788
C -0.1299 -3.8248 1.5691 -0.1537
C -2.6665 5.2431 1.1554 -0.1534
C -4.8827 5.1304 1.5173 -0.0937
C 0.5904 1.0995 3.3227 -0.6614
C -2.3688 2.9375 -3.8760 -0.1003
C 2.6978 1.1728 -2.8934 -0.2687
C 3.2080 2.6215 -4.9115 -0.2418
C 4.4253 -0.7224 -2.6223 -0.0574
C -4.9310 -7.2193 4.3822 -0.1126
C 3.4795 0.2725 -1.8727 -0.3711
C -4.4175 3.8571 1.3211 -0.1335
C -3.1728 -5.8276 4.5147 -0.1523
C 1.5411 1.8308 -2.0888 -0.1148
C -1.3901 4.0925 -2.2128 -0.1416
C -3.7722 6.0095 1.4119 -0.0941
C 1.6949 0.2555 -0.2773 -0.3976
C 1.7873 -6.9286 2.1232 0.0370
C -4.2752 -6.2650 5.2022 -0.1159
C -3.2862 3.1191 -2.8724 -0.1191
C -1.1626 3.5560 -3.4567 -0.1310
C 0.1344 -2.6720 0.5557 -0.1553
C 1.6614 2.5984 -5.0791 -0.0227
H 1.3034 3.0565 -6.0047 0.1171
H 3.7413 3.4522 -5.3924 0.1507
H -0.7449 4.6448 -1.5480 0.1041
H 5.3746 -0.1899 -2.7811 0.0875
H -4.9272 2.9081 1.3174 0.1113
H -5.9064 5.4026 1.7138 0.0969
H 0.4443 -3.1697 -0.3662 0.0724
H -2.4284 -6.3593 2.6087 0.0926
H -1.1388 -4.1943 1.3519 0.1316
H 1.5462 2.9065 -2.3108 0.1211
H 2.0184 -6.7766 3.1855 0.0980
H 4.0710 3.8860 -0.5204 0.0818
H -3.1203 4.0888 -0.9984 0.1040
H -4.5775 -5.9370 6.1833 0.0887
H 1.5462 -7.9650 1.8844 0.0942
H 3.8152 3.1030 -2.9635 0.1134
H -0.2353 3.6054 -4.0031 0.0572
H -2.4603 3.1464 0.9371 0.1015
H -1.6343 5.5140 1.0052 0.1053
H 2.0288 3.9040 1.9243 0.0960
H -3.7847 7.0822 1.5124 0.0966
H 2.2125 -2.0041 1.0054 0.1451
H 4.1510 0.9394 -1.3202 0.1018
H -2.4134 -5.1093 4.7768 0.0967
H 4.6793 1.6834 -3.7462 0.1235
H 0.5579 1.4837 -2.4397 0.1316
H -0.8347 -2.1934 0.3573 0.1206
H -4.3573 -7.9355 2.3475 0.1058
H 2.2360 0.5376 -3.6574 0.1163
H 4.0405 -1.0134 -3.6039 0.0843
H 0.9995 -1.6772 2.2292 0.1187
H 1.0714 1.7597 -4.7137 0.1029
H 4.6705 -1.5689 -1.9692 0.0871
H -5.8321 -7.7625 4.6148 0.0902
H -0.1341 -3.4497 2.6049 0.1402
H 2.6408 -6.5510 1.5442 0.0851
H -4.3150 2.8116 -2.7896 0.1128
H -2.5446 2.4209 -4.8057 0.0929
```

- frontier orbital gap (Ha) = 0.1542
- 2S+1 = 1
- charge = +1
- LUMO level (eV) = -5.2
- electronic energy (eV) = -102475.774
- strongest force on any atom (eV/A) = 4.210

[3]
Formula: C24H33AsCoI2N2S2
Source: the OMol25 dataset
Level of theory: ωB97M-V with the def2-TZVPD basis set

```
65
Properties=species:S:1:pos:R:3:lowdin_charge:R:1
I -4.4110 -3.3238 0.6172 0.4008
I -5.6918 -4.0349 2.8727 0.3022
As -2.0902 -2.0394 -2.1940 1.1606
Co -2.3439 -1.8552 0.1439 -0.2524
S -0.2069 -2.1093 1.0230 0.7789
S -2.1687 0.3721 0.6611 0.7692
N 0.0063 1.8305 1.0360 -0.0819
N 1.4603 -0.3307 2.0407 -0.0746
C 6.0471 -0.7289 1.5188 -0.0413
C -0.7391 3.0419 0.7538 -0.0817
C -1.1131 5.3173 4.3769 0.0836
C 4.8797 -0.8745 2.2526 -0.0387
C -0.8565 3.8566 2.0232 -0.1169
C -1.6312 3.3646 3.0799 0.0584
C -2.5033 -0.2798 -3.0500 -0.3937
C -2.3511 -0.2628 -4.5657 -0.1373
C -0.5289 0.6176 1.0558 -0.5743
C 0.3098 -0.5355 1.4152 -0.5872
C -4.5983 -3.1496 -3.2797 -0.1588
C -1.7700 4.0987 4.2428 0.0251
C 1.8334 1.0195 2.4203 -0.0658
C 4.8324 -1.1794 -0.5140 -0.0564
C -3.1032 -3.3876 -3.2317 -0.3974
C 0.1497 -2.9557 -3.9953 -0.1388
C -0.3442 5.8142 3.3251 0.0633
C 6.0220 -0.8594 0.1312 -0.0415
C -0.1615 -2.4619 -2.5856 -0.3935
C -0.1995 5.0764 2.1605 0.0319
C 3.6686 -1.3296 0.2182 -0.0428
C 3.6861 -1.1863 1.6100 -0.2273
C 2.4014 -1.3766 2.3890 -0.1003
C 1.4218 1.9864 1.3232 -0.0643
H -5.0709 -3.9081 -3.9044 0.0953
H 0.1367 6.7768 3.4120 0.1489
H 4.9149 -0.7794 3.3273 0.1201
H 0.1215 -3.2278 -1.8550 0.0514
H 1.9935 1.7870 0.4093 0.1615
H -1.7293 2.7740 0.3776 0.1006
H 0.3912 5.4722 1.3486 0.1418
H 2.9138 1.0525 2.5725 0.1462
H -2.1393 2.4179 2.9723 0.1245
H -2.3837 3.7219 5.0465 0.1398
H -2.7262 0.6855 -4.9456 0.0873
H 6.9230 -0.7009 -0.4414 0.1187
H 2.5965 -1.3246 3.4640 0.1526
H 1.6167 3.0125 1.6375 0.1398
H -0.1018 -2.2146 -4.7511 0.0634
H 1.9589 -2.3484 2.1630 0.0900
H -3.5355 -0.0596 -2.7629 0.0685
H -1.1874 5.8726 5.2995 0.1534
H -1.3074 -0.3440 -4.8631 0.0666
H -2.8847 -4.3656 -2.7950 0.0831
H -2.6689 -3.3375 -4.2402 0.0730
H 1.3411 1.2773 3.3650 0.1535
H -5.0378 -3.2339 -2.2844 0.0036
H -2.9282 -1.0560 -5.0385 0.0723
H 1.2183 -3.1509 -4.0677 0.0866
H 2.7438 -1.5810 -0.2806 0.0973
H -0.3639 -3.8894 -4.2161 0.0756
H -0.2107 3.6109 -0.0160 0.1582
H -4.8417 -2.1736 -3.6964 0.0724
H 6.9761 -0.5192 2.0256 0.1192
H 0.4019 -1.5465 -2.3632 0.0630
H -1.8532 0.4717 -2.5890 0.0521
H 4.8164 -1.3068 -1.5852 0.1129
```

- frontier orbital gap (alpha / beta) (Ha) = 0.2178 / 0.1051
- 2S+1 = 5
- charge = +3
- LUMO level (alpha / beta) (eV) = -10.0 / -13.1
- electronic energy (eV) = -164714.572
- expectation value of S² = 6.04
- strongest force on any atom (eV/A) = 2.282